This record from OMol25 describes C28H35MgN5P2Se as an isolated structure at a distorted geometry. The level of theory is the ωB97M-V functional and the def2-TZVPD basis.

Computed properties:
- Total energy: -4645.74503 a.u.
- Multiplicity: 1
- Energy relative to the best compared isomer or geometry (same formula, charge and spin): 3.226 eV
- F_max: 7.10 eV/A
- Kohn-Sham gap: 5.2 eV

Positions of all 72 atoms, in Å:
1 C 2.6406 -2.4875 -9.4471
2 H -1.6532 3.9502 -6.1625
3 H -1.6410 1.4662 -3.3898
4 H 5.5390 1.2699 -6.2856
5 H 2.5098 0.5128 -9.3430
6 Mg 0.7803 -2.4619 -4.6643
7 C -1.0522 -1.1916 -8.5160
8 C 2.4442 -3.8878 -7.6863
9 N -3.7538 -1.2435 -7.8720
10 H -6.3057 -3.3555 -8.1211
11 C -4.5478 -0.6290 -8.8400
12 N -2.4054 0.9016 -7.2747
13 H 0.2022 4.4449 -2.9077
14 H -0.7642 3.0196 -3.4525
15 H 2.2548 -4.1416 -6.6474
16 H 0.8408 -0.7444 -9.3177
17 H -3.8480 -3.1241 -6.8466
18 H 3.4168 -0.1941 -5.2341
19 H -4.2568 0.2947 -9.3136
20 C 4.6503 0.9397 -6.8206
21 C -2.1962 1.7964 -6.2031
22 H -2.1827 1.6227 -1.2980
23 H 0.3045 0.4536 -2.1197
24 C -5.7147 -1.3704 -9.0096
25 P -2.1539 -0.8848 -7.0085
26 C -5.5984 -2.5404 -8.1959
27 H 3.1837 -4.0460 -10.8879
28 C 2.9451 -3.7684 -9.8933
29 H 3.0110 -5.6976 -8.7768
30 H -0.4521 5.1686 -0.6250
31 C -4.3666 -2.4695 -7.5468
32 C 3.5953 0.2179 -6.2381
33 N -0.9167 -2.4492 -3.1312
34 N 2.3161 -2.5724 -8.1000
35 C 0.8602 4.2532 -2.0533
36 C -1.3339 2.2670 -1.4523
37 C 3.0905 0.5539 -8.4251
38 N 2.6585 -0.0549 -7.2472
39 H 1.4251 5.1668 -1.8517
40 C 4.3216 1.1540 -8.1898
41 C -2.2433 1.6342 -8.4554
42 H 2.8531 3.5580 -1.9232
43 H -1.7864 3.7505 -8.8592
44 P 1.3202 -1.2658 -6.9908
45 Se -2.3171 -2.8056 -0.5466
46 H 0.7578 4.1026 0.0872
47 H -0.9941 -2.2903 -8.6013
48 H 2.6516 1.3373 -2.8140
49 H -1.3240 3.0816 0.4462
50 H -1.5005 -0.7957 -9.4400
51 H 0.6102 0.6496 -3.8695
52 C 0.3561 -0.5854 -8.3541
53 C 2.8389 -4.6466 -8.7856
54 C 1.8782 3.1805 -2.1939
55 H 2.6107 -3.5843 -3.0654
56 C 1.6765 -4.1738 -3.1194
57 H -2.3464 1.1976 -9.4376
58 H -2.2904 1.4324 -5.1876
59 H 0.2382 0.4908 -8.2613
60 H 2.6380 -1.5544 -9.9974
61 C 0.0800 4.2180 -0.7506
62 C -0.8725 3.1190 -0.5324
63 C -1.9632 2.9613 -8.1496
64 C -0.8664 2.0769 -2.8753
65 H 4.9219 1.7093 -8.8945
66 C 1.7436 1.9303 -2.6444
67 C -1.4055 -2.6287 -2.0492
68 H 1.0270 -4.0903 -2.2340
69 C 0.4645 1.2108 -2.9132
70 C -1.9124 3.0657 -6.7255
71 H 1.8382 -5.2837 -3.0352
72 H -6.5294 -1.1412 -9.6680

This record from OMol25 describes C28H35MoN3O4P2 as an isolated structure at a distorted geometry. The level of theory is the ωB97M-V functional and the def2-TZVPD basis.

Computed properties:
- <S²>: 2.17
- Total energy: -2303.37866 a.u.
- Net charge: +2
- Multiplicity: 3
- Energy relative to the best compared isomer or geometry (same formula, charge and spin): 5.670 eV
- F_max: 5.45 eV/A
- Kohn-Sham gap (alpha / beta): 5.6 / 6.0 eV

Positions of all 73 atoms, in Å:
1 H 1.8990 3.3401 -4.1282
2 C 2.4899 0.4961 -1.6853
3 H 0.8305 2.8418 4.6963
4 C -0.6282 0.4148 3.7429
5 O -0.7664 -3.4196 1.9960
6 H 1.7288 -3.9031 -3.0643
7 C 1.9968 -1.8218 -2.5571
8 H 0.0038 3.3978 -5.7980
9 C 1.0249 2.7106 -3.9925
10 H 0.2528 -2.9580 -3.3626
11 C -1.2289 2.0921 -4.5632
12 H 1.5392 -5.8181 -0.6391
13 C -1.3293 1.4468 -3.3204
14 H -1.3918 -4.9678 -0.2859
15 C 1.1259 -3.0607 -2.6918
16 H -2.5919 4.6105 -1.0216
17 C -2.9618 1.5858 3.3158
18 O 0.5457 0.8496 1.6656
19 O 2.8797 -1.2387 1.5239
20 H 2.3813 2.0211 4.4684
21 H -3.4149 0.6038 3.4641
22 N 0.1434 -0.2493 -1.9333
23 C -0.0379 2.7728 -4.8861
24 C 0.9752 1.8303 -2.8626
25 H -3.1326 0.6860 -0.2278
26 N -0.5183 -1.1449 1.6855
27 C 0.7115 0.6877 4.5165
28 H -3.6193 3.4597 -0.1641
29 C 3.8680 0.2139 -1.8360
30 C 1.9290 1.7976 -1.8259
31 H -1.1942 -2.8482 4.3409
32 H -1.6603 -4.4821 -1.9886
33 H 3.6947 -2.7427 -3.4463
34 N -0.8379 -2.0414 3.8372
35 C -2.5848 3.7671 -0.3335
36 H 4.5997 0.9497 -1.5277
37 H 0.5242 0.6075 5.5982
38 C 3.3440 -1.8766 -2.8934
39 H 1.4397 -4.7743 0.8068
40 H -0.9816 2.4745 3.3512
41 H 2.5461 2.6695 -1.6070
42 C -0.9137 -4.8387 -1.2689
43 C -1.5396 1.6670 3.8382
44 H -3.5726 2.3201 3.8569
45 P 0.4404 -3.6489 -1.0332
46 H 1.2715 2.1676 3.0994
47 C -0.7335 -2.2777 2.4501
48 H -3.1716 2.5646 -2.6404
49 C 1.9956 -1.4109 0.7675
50 C -1.3116 -0.8217 4.3361
51 H -2.1622 4.0896 0.6225
52 H 2.6791 -4.4496 -0.4556
53 H -1.5966 1.9039 4.9131
54 C 4.2878 -0.9326 -2.4909
55 H -2.9957 0.8873 -2.0922
56 H -1.4765 0.0155 -0.1064
57 C -0.1891 0.0541 2.3035
58 H -0.5549 -5.8279 -1.5915
59 O -2.1660 -0.7896 5.2140
60 H -0.2688 3.2348 -1.4477
61 C 1.6529 -4.7887 -0.2723
62 C -2.4440 1.7810 -2.3953
63 P -1.5141 2.4471 -0.9451
64 H -3.0533 1.8772 2.2627
65 H -2.0720 2.0965 -5.2529
66 H 5.3553 -1.1052 -2.6854
67 C 1.3344 2.0196 4.1801
68 H 1.3976 -0.1362 4.2574
69 H -1.9895 1.1772 1.0973
70 C 1.5502 -0.6257 -1.8853
71 C -0.0970 0.8892 -2.7076
72 C -2.0724 0.9677 0.0302
73 Mo 0.3365 -1.4867 -0.3250

This record from OMol25 describes C28H36As2InSi as an isolated structure at a distorted geometry. The level of theory is the ωB97M-V functional and the def2-TZVPD basis.

Computed properties:
- Total energy: -6039.26107 a.u.
- Net charge: +1
- Multiplicity: 1
- Energy relative to the best compared isomer or geometry (same formula, charge and spin): 1.431 eV
- F_max: 3.21 eV/A
- Kohn-Sham gap (alpha / beta): 6.4 / 5.7 eV

Positions of all 68 atoms, in Å:
1 C 2.5596 -0.9363 4.9111
2 H 0.1808 2.0925 -5.2965
3 Si -0.2498 -0.0414 -3.1656
4 H 4.5818 1.7255 -3.3973
5 C -2.1904 -1.9020 -0.9645
6 H -3.4966 -0.5555 5.3779
7 H 1.1603 -3.7381 0.2652
8 H -2.8515 -3.5729 3.6126
9 H -4.2879 2.8428 -3.2208
10 C 2.0391 -0.7703 0.3280
11 In -1.9187 -2.2533 1.0342
12 H 1.7705 -0.7093 6.9011
13 H -1.2139 -2.0765 -1.5038
14 C -3.2933 2.7127 -3.6491
15 H -0.6118 -0.7150 6.1832
16 H -2.9059 0.9433 -2.4846
17 C -2.9263 0.0317 4.6523
18 H 1.7814 -3.5345 1.9573
19 H -1.3803 -3.3491 4.6451
20 H -2.5671 2.7597 -0.4546
21 As 0.5156 -1.5050 1.2703
22 H -0.3891 -0.6508 -4.4869
23 H 1.4433 -2.0835 -3.9607
24 As -1.9893 -1.1991 3.4662
25 H -3.5999 0.6258 4.0282
26 C -1.5738 2.6186 -0.0214
27 H -2.8613 -2.6844 -1.3378
28 H 2.2342 0.2207 0.7431
29 H 5.4675 -0.5862 -3.7218
30 H 1.7742 2.8640 0.0987
31 C 0.9170 -1.1161 3.1493
32 H -0.2259 3.4016 -1.6423
33 C -2.8202 3.5781 -4.6454
34 H -1.2285 3.9901 -6.0453
35 H 2.1099 2.1296 -3.2740
36 C 0.9214 -3.4345 1.2908
37 C 1.6264 0.0007 -3.3826
38 H 1.8210 -0.6978 -0.7396
39 H -2.0088 1.6772 1.9748
40 C 2.5021 1.1019 -3.3503
41 C 2.1419 -1.2690 -3.7257
42 C 3.8931 0.8806 -3.4620
43 H -0.4316 -0.1186 -1.6906
44 H -3.4265 4.4345 -4.9474
45 C 1.5263 -0.8122 5.8434
46 C 0.7112 2.6757 0.2693
47 C -0.3411 2.9741 -0.6421
48 C 0.1808 -0.8237 5.4406
49 C -0.1261 -0.9851 4.0883
50 C -1.2747 2.0577 1.2518
51 H 0.6729 1.7752 2.3306
52 C -2.4899 1.6567 -3.2063
53 C -2.3402 -2.9210 4.3336
54 C -1.5653 3.3520 -5.2297
55 H 3.8694 -2.4762 -4.0867
56 C 2.2516 -1.0861 3.5521
57 C 4.3901 -0.4089 -3.6894
58 H 0.0726 -4.0200 1.6714
59 C -0.7544 2.2958 -4.7744
60 H -2.1906 0.6738 5.1456
61 H 2.8760 -1.4481 0.5179
62 H 3.6078 -0.9281 5.2282
63 C 0.1337 2.1024 1.4338
64 C -1.2011 1.4601 -3.7307
65 H -2.9822 -2.7020 5.1953
66 H 3.0534 -1.1819 2.8177
67 C 3.5115 -1.4776 -3.8523
68 H -2.5840 -0.8852 -1.2266

This record from OMol25 describes C28H36AuP2Si as an isolated structure at a distorted geometry. The level of theory is the ωB97M-V functional and the def2-TZVPD basis.

Computed properties:
- <S²>: 2.02
- Total energy: -2196.02760 a.u.
- Net charge: +1
- Multiplicity: 3
- F_max: 2.61 eV/A
- Kohn-Sham gap (alpha / beta): 5.2 / 6.6 eV

Positions of all 68 atoms, in Å:
1 H 1.8929 -2.8517 -1.2776
2 H -0.1597 6.7952 2.1141
3 C -3.2181 -0.1055 -5.0075
4 C -0.2352 4.7080 1.5796
5 H -1.2661 -6.6484 -1.7234
6 C 3.7287 2.1201 -0.1939
7 H 1.7100 -1.2665 4.8008
8 H 0.6821 -6.8495 -0.1686
9 C 1.8901 3.5224 1.6345
10 C 0.6606 -0.6547 -1.4929
11 H 4.5569 0.8912 2.6345
12 C -2.2989 -1.4454 -3.1778
13 C 0.5032 -5.9225 -0.7147
14 H -0.0998 2.5753 -1.3653
15 C 1.4898 -1.8182 2.6253
16 H 2.3462 -4.9778 -0.0557
17 C -0.6007 -5.8024 -1.5678
18 C 1.4153 -4.8620 -0.6132
19 Au 1.2649 0.2680 1.6638
20 C -3.6270 -1.8539 -2.8793
21 H -2.2441 -2.3731 -0.9536
22 H -1.7723 2.9054 -0.8391
23 H 2.4473 -2.2906 2.3670
24 H 0.9790 -0.8045 -0.4538
25 H 3.3140 1.6405 3.6921
26 P 2.8187 1.9800 1.3734
27 H 2.3027 6.7855 2.5303
28 C 0.4159 5.8805 1.9737
29 H 3.6141 4.6955 2.2068
30 C -2.1120 -0.6620 -4.3381
31 C -0.9330 2.1959 -0.7559
32 H -3.0722 0.5353 -5.8815
33 H -1.6778 -4.4931 -2.9376
34 C 3.9293 1.7827 2.7900
35 H -1.5708 1.7238 3.0474
36 H 0.5141 0.4109 -1.6625
37 H -1.0992 -0.4383 -4.6955
38 H 1.5121 -0.9380 -2.1372
39 C 0.4899 3.5293 1.4137
40 H 4.5531 2.6788 2.8986
41 C 1.7957 5.8734 2.2061
42 C -4.7246 -1.2624 -3.5205
43 C -0.8221 -1.4091 2.5906
44 C -0.3339 -1.1493 3.8929
45 H -0.9522 -0.9115 4.7525
46 Si -0.9841 -1.8102 -1.8818
47 C -0.8772 -4.5887 -2.1994
48 H -1.8634 -1.3645 2.2701
49 H -2.4592 1.0136 1.6920
50 C -0.1279 -3.4489 -1.8486
51 H 4.5888 2.7981 -0.0678
52 C 1.0618 -1.3637 3.9291
53 H 4.0901 1.1306 -0.5184
54 H -3.8023 -2.5892 -2.0791
55 H 0.1933 -2.3703 0.8211
56 H -1.2548 1.2291 -1.1631
57 C -4.5263 -0.3356 -4.5501
58 H -2.4749 2.7887 1.9362
59 C -1.8596 1.8797 2.0012
60 H -5.7453 -1.5254 -3.2116
61 H -1.3147 4.7137 1.4161
62 H 3.0624 2.5430 -0.9635
63 H -1.9246 -1.7181 -0.4632
64 C 1.1474 -3.6541 -1.2717
65 H -5.3905 0.1534 -5.0118
66 C 0.2837 -1.8632 1.7843
67 P -0.3623 1.9787 0.9713
68 C 2.5327 4.6958 2.0340

This record from OMol25 describes C28H36Br2N2O3S as an isolated structure at a distorted geometry. The level of theory is the ωB97M-V functional and the def2-TZVPD basis.

Computed properties:
- Total energy: -6969.52791 a.u.
- Multiplicity: 1
- F_max: 6.43 eV/A
- Kohn-Sham gap: 6.8 eV

Positions of all 72 atoms, in Å:
1 C 0.8206 3.6140 -6.6391
2 H -0.5005 1.2408 -7.0988
3 H -2.9227 -0.2723 1.4859
4 H 1.9859 0.9935 6.4210
5 H 0.6715 4.5498 5.0180
6 H 0.7017 2.7052 -8.6244
7 Br 0.2019 -2.2515 2.7721
8 H 1.0219 0.3572 -7.3008
9 H 2.4192 3.3172 0.6082
10 C 0.5610 2.6386 -0.7087
11 H 0.1780 1.1182 -4.8132
12 H -0.1246 3.6552 -2.5639
13 C -2.2857 -1.1258 -2.0516
14 C 1.2090 2.6268 7.6422
15 C 0.5835 1.2934 -6.9506
16 H -3.4174 0.7285 -0.0512
17 H -0.7458 0.5437 2.8433
18 C -0.7315 1.7739 -0.6536
19 H 1.4961 4.3471 -1.9745
20 C -2.7075 -3.5130 3.9948
21 C 0.9313 1.9621 1.8697
22 H 1.5368 4.4382 -6.6786
23 H 1.4664 2.7052 -2.8309
24 H -3.6283 -3.0067 4.4856
25 H 2.2206 2.4229 -7.7577
26 H 0.6150 2.2054 8.4552
27 C -2.1731 -1.1627 -0.4688
28 H -1.7548 -3.2456 4.5659
29 H -1.3563 1.6832 -1.6095
30 H -1.4422 -5.7598 -0.0966
31 H 2.2141 -5.2211 -2.0289
32 C 1.2866 3.9921 5.7277
33 C 1.6401 -4.8280 -1.1004
34 O 0.4288 -5.6152 -1.0172
35 H -0.4174 3.8901 7.0374
36 C -2.6057 -3.2218 2.4286
37 C -1.4490 -2.6671 1.7703
38 H -0.1854 4.0180 -6.7953
39 C -1.2343 0.9893 0.5975
40 H -0.9866 -4.5407 -2.9603
41 O 0.8536 3.0087 -5.3395
42 H 2.4644 -4.1612 0.9487
43 C -0.5571 -5.0123 -0.1511
44 H 1.6233 2.0584 2.7912
45 C 1.4306 2.7209 0.5868
46 C -1.3204 -3.6335 -2.3287
47 H -0.1156 -4.8450 0.9039
48 H 0.2389 1.2715 6.2549
49 C 0.8984 3.3788 -2.0924
50 S -2.6426 -0.5909 -4.5254
51 H 3.7048 -4.7665 -0.2612
52 H 2.2343 2.7628 8.0023
53 C -1.1925 -3.6425 -0.7632
54 C -0.3890 1.0965 1.8995
55 O 1.4273 2.6357 5.2832
56 C 0.8932 1.5835 -5.4958
57 C 1.1362 2.5204 -7.6403
58 H 0.9364 4.8004 7.7284
59 C 0.6741 3.9380 7.1129
60 C 2.6396 -4.9832 0.1493
61 Br -4.2355 -3.6328 1.3417
62 C 1.2083 1.7609 6.3982
63 H 2.6854 -6.0346 0.5941
64 H 1.4805 -3.7097 -1.2825
65 N -2.0258 -2.2097 -4.4469
66 N -2.7682 -0.0361 -2.8939
67 C -1.8894 -2.3411 -3.0115
68 C -1.6192 -2.4562 0.1757
69 H -2.8910 -4.6504 4.1325
70 H 1.9008 1.2454 -5.2296
71 C -2.5902 0.1039 0.4567
72 H 2.2853 4.4415 5.7529

This record from OMol25 describes C28H36BrN6O5SZr as an isolated structure at a distorted geometry. The level of theory is the ωB97M-V functional and the def2-TZVPD basis.

Computed properties:
- Total energy: -4811.87343 a.u.
- Net charge: +3
- Multiplicity: 1
- Energy relative to the best compared isomer or geometry (same formula, charge and spin): 1.463 eV
- F_max: 3.44 eV/A
- Kohn-Sham gap: 7.3 eV

Positions of all 78 atoms, in Å:
1 H 5.6228 3.0609 5.3126
2 C -1.4738 1.7904 2.1347
3 Zr -0.8915 -0.1770 -0.4207
4 H 0.1919 4.8826 -2.3656
5 H -2.5218 2.4289 -2.0456
6 H -2.7899 0.7448 3.2747
7 C -3.9216 -0.1827 -0.6715
8 C 1.0340 3.0496 -2.1852
9 O -1.6995 -1.8309 -1.0089
10 H 2.5679 2.1095 2.4952
11 C 4.1362 2.6887 3.8108
12 H 2.0915 -1.5354 -2.9943
13 H -1.8682 -3.0032 1.9944
14 H 1.7450 5.8771 -3.7968
15 N -0.6902 2.8599 2.0917
16 C -5.1221 0.7459 -0.8189
17 C -0.9475 -4.0254 -0.3020
18 C 1.9013 4.8541 -3.4861
19 H 5.2257 0.9241 6.4909
20 N -0.6627 -1.5000 1.3708
21 H -3.6763 1.4445 -2.9743
22 H -0.0417 -2.0336 -1.0198
23 H 1.5924 -6.8923 -0.7534
24 O -2.7885 0.4837 -1.3470
25 H 2.1960 1.2630 -2.2025
26 H -5.1412 2.8195 -1.5415
27 C 1.3079 -1.6234 -3.7401
28 H -4.0772 2.5326 -0.1490
29 H -5.7543 0.7258 0.0659
30 H -2.1397 2.1411 4.0425
31 H 3.4799 -0.6154 5.6916
32 C 3.0791 2.7922 -3.4314
33 N 0.9772 4.3152 -2.6605
34 H 1.5505 -0.9593 4.4764
35 N -1.7789 -2.2950 1.2723
36 H -2.4178 -5.5630 -0.0588
37 C 0.4009 -3.7518 -0.5568
38 N -2.1444 1.5156 3.2533
39 C 0.0562 -0.9949 -3.2350
40 H 2.3587 -4.5372 -0.8895
41 S -0.2193 2.5377 -1.1263
42 C -3.3198 1.7031 -1.9752
43 C 2.9069 0.6171 4.0207
44 H 1.1382 -2.6760 -3.9669
45 H -1.1306 -1.8689 -4.6358
46 C 1.8516 -0.2990 3.6641
47 H 3.9246 2.1910 -3.7400
48 C -1.3700 -5.3476 -0.2351
49 H 3.7129 4.5326 -4.5519
50 O 0.0717 -0.2133 -2.2223
51 O -1.5933 0.9989 1.1368
52 C 2.9699 4.1094 -3.8928
53 H -0.1728 -2.0395 3.2984
54 C 3.1627 1.8256 3.3507
55 H -2.9451 -3.2333 -0.1522
56 H 1.6320 -1.1382 -4.6636
57 C 0.8812 -6.0883 -0.6220
58 H -5.7277 0.4569 -1.6768
59 C -0.4569 -6.3779 -0.3939
60 H -0.6451 3.5164 2.8545
61 C 2.1245 2.2689 -2.5859
62 H -4.0833 -1.1520 -1.1352
63 C 4.6454 1.1747 5.6136
64 H -0.2566 3.1115 1.2096
65 H -3.6469 -0.3176 0.3758
66 C -4.4676 2.1051 -1.0752
67 H 4.3199 3.6207 3.2932
68 C 4.8774 2.3691 4.9437
69 O 0.7974 -2.4205 -0.7015
70 H -1.9368 -0.8662 -3.4756
71 C 0.0508 -1.4215 2.4305
72 C -1.9153 -2.8759 -0.0945
73 N -1.0783 -1.2486 -3.8421
74 C 1.1535 -0.5136 2.5307
75 C 1.3171 -4.7731 -0.7111
76 C 3.6632 0.3146 5.1664
77 H -0.7884 -7.4058 -0.3447
78 Br 1.5864 0.2944 0.8093